Model w:
Here is one molecule with the formula C4H9NO from the Open Molecules 2025 dataset. Energies are from ωB97M-V/def2-TZVPD.

Geometry (Å):
1 C 0.20 -1.32 -1.15
2 C -0.02 0.19 -1.05
3 N -1.20 0.66 -0.31
4 C 0.13 0.98 0.18
5 C 0.53 0.37 1.52
6 O -0.37 -0.64 1.90
7 H 1.27 -1.55 -1.07
8 H -0.33 -1.83 -0.34
9 H -0.17 -1.70 -2.11
10 H 0.23 0.73 -1.96
11 H -1.67 1.45 -0.74
12 H 0.47 2.01 0.04
13 H 0.59 1.17 2.27
14 H 1.53 -0.07 1.42
15 H -1.18 -0.45 1.40

Output
Structure (SMILES): C[C@H]1N[C@H]1CO
Highest occupied orbital energy in eV: -9.7
Net charge: 0



Model x:
Here is a 2-piece molecular cluster, C4H9NO overall from the Open Molecules 2025 dataset. Energies are from ωB97M-V/def2-TZVPD.

Geometry (Å):
1 C 2.01 0.22 0.06
2 C 1.00 0.84 -0.85
3 N -0.87 -0.30 -0.04
4 C -1.72 -1.44 0.19
5 C -1.09 0.84 0.48
6 O -0.28 1.82 0.26
7 H 2.99 0.26 -0.42
8 H 1.78 -0.82 0.30
9 H 2.08 0.79 0.99
10 H 0.67 0.20 -1.68
11 H 1.21 1.84 -1.17
12 H -1.14 -2.26 0.64
13 H -2.14 -1.81 -0.75
14 H -2.55 -1.22 0.87
15 H -1.95 1.04 1.13

Output
Highest occupied orbital energy in eV: -9.0
Net charge: 0



Model y:
Here is one molecule with the formula C4H9NO from the Open Molecules 2025 dataset. Energies are from ωB97M-V/def2-TZVPD.

Geometry (Å):
1 C -0.99 1.66 0.15
2 C -0.04 0.59 0.72
3 C 0.30 -0.47 -0.31
4 N -0.69 -1.58 -0.30
5 C 1.64 -1.12 -0.05
6 O 2.63 -0.89 -0.70
7 H -0.48 2.16 -0.68
8 H -1.95 1.27 -0.15
9 H -1.08 2.46 0.88
10 H 0.86 1.13 1.01
11 H -0.44 0.15 1.62
12 H 0.37 -0.02 -1.30
13 H -0.36 -2.27 -0.97
14 H -1.56 -1.28 -0.72
15 H 1.77 -1.78 0.82

Output
Structure (SMILES): CC[C@H](N)C=O
Highest occupied orbital energy in eV: -9.8
Net charge: 0



Which structure is the least stable? The one labeled model x.